No. 1
Molecular formula: C12H7N3O7RuS2
Method: DFT, the ωB97M-V functional and the def2-TZVPD basis

```
32
Properties=species:S:1:pos:R:3
Ru -1.56 -0.22 0.24
O 3.15 -0.62 4.00
C 2.01 -0.57 3.27
C 1.33 0.63 3.07
C 0.18 0.60 2.31
N -0.27 -0.55 1.81
C 0.38 -1.69 1.95
C 1.54 -1.75 2.71
C -0.20 -2.83 1.10
O 0.01 -3.98 1.48
O -0.83 -2.42 0.08
C -0.65 1.84 1.95
O -0.34 2.92 2.41
O -1.67 1.59 1.18
H 3.37 0.26 4.32
H 1.67 1.58 3.46
H 2.05 -2.69 2.83
O 0.20 0.12 -0.74
N 0.08 0.71 -1.95
C 1.24 0.85 -2.62
C 1.27 1.40 -3.87
C 0.06 1.80 -4.45
C -1.11 1.63 -3.76
C -1.14 1.06 -2.47
S -2.58 0.87 -1.57
H 2.09 0.49 -2.07
H 2.22 1.49 -4.39
H 0.05 2.24 -5.44
H -2.05 1.93 -4.19
O -3.51 -2.96 -1.29
S -3.71 -2.53 0.09
N -3.26 -1.19 0.56
```

As for the multiplicity: 2. As for the total charge: -1. Its expectation value of S² is 0.757. As for the HOMO energy (spin up / spin down): -4.79 / -4.61 eV. The relative energy (zero: lowest compared OMol25 entry of this formula, charge and spin) is 57.9 kJ/mol.

=====

No. 2
Molecular formula: C12H8BBr4MnN4O2
Method: DFT, the ωB97M-V functional and the def2-TZVPD basis

```
32
Properties=species:S:1:pos:R:3
Mn -0.11 -0.05 -0.01
B -2.98 -1.46 -0.18
N -2.13 -1.17 -1.45
C -2.54 -1.48 -2.67
C -1.58 -1.10 -3.61
C -0.56 -0.54 -2.89
N -0.90 -0.58 -1.57
N -2.36 -1.03 1.17
C -2.97 -1.22 2.33
C -2.18 -0.74 3.38
C -1.05 -0.24 2.79
N -1.15 -0.42 1.44
H -4.05 -0.93 -0.30
H -3.22 -2.63 -0.14
H -3.49 -1.96 -2.84
H -1.62 -1.23 -4.68
H 0.37 -0.12 -3.23
H -3.94 -1.68 2.39
H -2.41 -0.75 4.43
H -0.18 0.22 3.24
Br 6.47 1.36 0.49
C 4.62 1.49 0.32
C 4.02 2.73 0.21
Br 5.05 4.28 0.22
C 2.58 2.85 0.08
Br 1.72 4.45 -0.08
C 1.80 1.65 0.07
O 0.49 1.59 -0.04
C 2.40 0.41 0.18
O 1.54 -0.59 0.16
C 3.82 0.28 0.31
Br 4.54 -1.38 0.46
```

As for the multiplicity: 2. As for the total charge: +3. Its expectation value of S² is 0.949. As for the HOMO energy (spin up / spin down): -18.43 / -18.43 eV.

=====

No. 3
Molecular formula: C12H8ClFN2OS2
Method: DFT, the ωB97M-V functional and the def2-TZVPD basis

```
27
Properties=species:S:1:pos:R:3
O 0.47 -2.21 0.61
F 2.38 3.61 -4.66
Cl 3.06 -1.58 -0.51
N -2.70 -0.39 2.49
S -0.64 0.90 -1.37
S -1.27 -2.49 3.32
C -0.15 -1.16 0.39
C -1.67 -1.12 2.26
C 0.35 -0.49 -0.77
C 1.73 -0.53 -1.17
C 3.21 1.74 -3.70
C 0.91 2.31 -3.34
C 3.01 0.69 -2.79
C 2.09 2.50 -3.97
C 0.69 1.33 -2.35
C 1.81 0.50 -2.15
N -1.13 -0.59 1.16
C -3.32 -0.98 3.71
C -2.41 -1.68 4.59
H 4.15 1.77 -4.27
H 0.07 2.93 -3.63
H 3.81 -0.04 -2.68
H -1.59 0.22 0.83
H -3.93 -0.24 4.25
H -4.19 -1.65 3.44
H -2.83 -2.42 5.20
H -1.91 -0.94 5.14
```

As for the total charge: 0. Its SMILES is O=C(NC1=NCCS1)c1sc2cc(F)ccc2c1Cl. As for the HOMO energy: -8.77 eV. The relative energy (zero: lowest compared OMol25 entry of this formula, charge and spin) is 75.8 kJ/mol.

=====

No. 4
Molecular formula: C12H8F3N4O3S
Method: DFT, the ωB97M-V functional and the def2-TZVPD basis

```
31
Properties=species:S:1:pos:R:3
F -4.70 1.10 3.06
C -4.28 0.02 2.34
F -4.69 -1.10 3.01
F -4.95 0.04 1.14
C -2.79 0.03 2.12
C -2.10 -1.18 2.03
C -0.74 -1.15 1.76
C -0.09 0.07 1.54
S 1.62 0.06 1.19
C -0.80 1.28 1.67
C -2.15 1.26 1.94
H -2.61 -2.13 2.16
H -0.17 -2.08 1.70
H -0.27 2.22 1.54
H -2.71 2.19 2.00
C -0.46 1.41 -3.00
O 0.95 1.60 -3.24
C 1.67 0.83 -2.41
N 2.99 0.77 -2.71
C 3.69 -0.08 -2.00
N 4.96 -0.59 -2.28
O 5.13 -1.59 -1.34
N 3.93 -1.71 -0.46
O 3.96 -2.56 0.41
C 3.11 -0.71 -0.85
C 1.65 -0.63 -0.54
N 0.97 0.23 -1.46
H -0.95 2.12 -3.65
H -0.72 0.37 -3.25
H -0.69 1.57 -1.94
H 1.24 -1.66 -0.48
```

As for the total charge: -1. As for the HOMO energy: -4.19 eV.

=====

| no. | DFT total energy (eV) |
| --- | --- |
| 1 | -55614.6262 |
| 2 | -334760.5232 |
| 3 | -54509.9340 |
| 4 | -43662.0846 |